1.
Computed, not measured: a cluster of 2 separate species, CH5OPS in total, with ωB97M-V/def2-TZVPD.

Results
largest force on an atom = 0.058 hartree/bohr
total charge = 0
orbital gap (spin up / spin down) = 7.66 / 6.59 eV
DFT total energy = -855.77898 a.u.
HOMO level (spin up / spin down) = -8.893 / -8.358 eV

Element x y z (Å)
C 0.429 -1.289 0.631
O -0.206 -1.148 -0.568
P -1.264 -0.009 -0.879
S 0.249 2.726 -0.466
H 0.039 -0.724 1.457
H 1.411 -0.858 0.674
H 0.508 -2.361 0.896
H -0.865 0.159 -2.269
H -0.301 3.506 0.523

For each atom in turn, the Löwdin charge in e is: -0.2234, -0.5571, 0.8585, 0.0830, 0.0669, 0.0816, 0.1038, -0.0983, -0.3150

2.
Computed, not measured: an isolated molecule of C5H8O, with ωB97M-V/def2-TZVPD.

Results
largest force on an atom = 0.011 hartree/bohr
total charge = 0
orbital gap = 10.46 eV
DFT total energy = -270.51934 a.u.
HOMO level = -9.486 eV
structure (SMILES) = C=C(C)CC=O

Element x y z (Å)
C 0.719 -1.332 -0.871
C -0.121 -0.530 -0.224
C -1.430 -0.062 -0.803
C 0.254 0.077 1.103
C 0.935 1.423 0.899
O 1.463 1.763 -0.130
H 1.666 -1.634 -0.431
H 0.510 -1.683 -1.878
H -1.547 1.021 -0.671
H -2.279 -0.541 -0.298
H -1.497 -0.282 -1.871
H -0.610 0.216 1.766
H 0.965 -0.557 1.654
H 0.933 2.101 1.778

For each atom in turn, the Löwdin charge in e is: 0.0497, -0.3900, -0.0612, -0.1413, -0.2552, 0.0596, 0.0678, 0.0648, 0.0829, 0.0830, 0.0786, 0.1182, 0.1244, 0.1188